<A>
This record from OMol25 describes H10O5 as an isolated structure. The level of theory is the ωB97M-V functional and the def2-TZVPD basis.

Each line ends with the Mulliken charge.
Element x y z (Å)
O 0.51 -1.70 -1.61  -0.67
H 0.55 -2.65 -1.52  0.29
H -0.42 -1.50 -1.59  0.34
O 2.46 0.15 -0.71  -0.62
H 1.93 0.91 -0.97  0.29
H 3.28 0.26 -1.18  0.29
O -0.68 1.55 2.76  -0.62
H -1.50 1.09 2.95  0.34
H -0.64 1.58 1.81  0.34
O -0.26 0.12 -0.19  -0.58
H 0.52 -0.34 -0.52  0.41
H 0.06 0.67 0.52  0.25
O -2.26 0.16 0.12  -0.76
H -1.45 0.41 -0.33  0.42
H -2.09 -0.72 0.46  0.28

The value obtained for the orbital gap is 10.60 eV.



<B>
This record from OMol25 describes a 5-piece molecular cluster, H10O5 overall. The level of theory is the ωB97M-V functional and the def2-TZVPD basis.

Each line ends with the Mulliken charge.
Element x y z (Å)
O -1.22 1.63 -1.00  -0.65
H -1.75 1.51 -1.72  0.26
H -1.72 1.05 -0.39  0.35
O 1.19 -1.57 2.24  -0.61
H 1.83 -1.19 2.83  0.31
H 1.14 -1.02 1.49  0.34
O 0.23 -0.79 -0.60  -0.72
H 0.24 0.17 -0.70  0.36
H 1.11 -0.96 -0.89  0.32
O 1.43 1.56 1.61  -0.62
H 0.68 1.48 2.24  0.33
H 2.20 1.86 2.12  0.29
O -1.87 -1.59 -2.59  -0.60
H -2.23 -0.73 -2.72  0.28
H -1.26 -1.41 -1.90  0.35

Its SMILES is O.O.O.O.O. The value obtained for the orbital gap is 11.54 eV.



<C>
This record from OMol25 describes a 5-piece molecular cluster, H10O5 overall. The level of theory is the ωB97M-V functional and the def2-TZVPD basis.

Each line ends with the Mulliken charge.
Element x y z (Å)
O -0.19 1.60 -2.07  -0.67
H -0.15 1.01 -2.84  0.31
H -0.19 2.49 -2.43  0.31
O 0.80 -0.45 -0.42  -0.71
H 0.49 0.39 -0.81  0.41
H 0.43 -0.45 0.48  0.39
O 0.62 -0.46 2.48  -0.70
H 1.42 -0.99 2.33  0.31
H 0.12 -0.94 3.15  0.31
O -0.58 -2.39 -1.96  -0.65
H -0.17 -2.52 -2.81  0.31
H 0.05 -1.83 -1.45  0.38
O -1.14 1.60 1.83  -0.65
H -1.08 2.00 2.70  0.30
H -0.42 0.94 1.82  0.35

Its SMILES is O.O.O.O.O. The value obtained for the orbital gap is 11.04 eV.



<D>
This record from OMol25 describes a 5-piece molecular cluster, H10O5 overall. The level of theory is the ωB97M-V functional and the def2-TZVPD basis.

Each line ends with the Mulliken charge.
Element x y z (Å)
O 1.79 1.01 0.36  -0.64
H 2.60 1.05 0.97  0.40
H 1.98 1.82 -0.05  0.28
O -6.22 -3.57 2.56  -0.64
H -5.30 -3.39 2.30  0.32
H -6.70 -2.91 1.97  0.33
O 3.92 1.93 1.93  -0.57
H 4.73 2.22 1.68  0.27
H 3.84 1.88 2.79  0.26
O -3.10 -2.08 -1.41  -0.61
H -3.61 -2.25 -0.60  0.31
H -2.38 -1.63 -1.09  0.31
O 3.26 2.44 -3.61  -0.64
H 3.46 3.34 -3.36  0.31
H 4.11 1.97 -3.25  0.33

Its SMILES is O.O.O.O.O. The value obtained for the orbital gap is 11.16 eV.



The structure with the greatest stability is <C>.



<A>
This record from OMol25 describes a 5-piece molecular cluster, H10O5 overall. The level of theory is the ωB97M-V functional and the def2-TZVPD basis.

Each line ends with the Mulliken charge.
Element x y z (Å)
O -7.43 1.86 -20.63  -0.60
H -7.37 1.65 -19.65  0.32
H -6.92 1.16 -20.80  0.28
O 0.87 -1.04 9.61  -0.63
H 0.87 -0.47 10.36  0.32
H 1.47 -0.54 9.03  0.31
O 0.83 1.51 2.57  -0.65
H 0.93 0.74 3.06  0.33
H -0.03 1.48 2.04  0.33
O 5.40 -1.15 4.01  -0.60
H 4.79 -1.50 4.61  0.30
H 5.21 -0.29 3.84  0.30
O 0.35 -1.18 4.20  -0.68
H 1.01 -1.65 4.72  0.32
H -0.18 -0.53 4.82  0.35

Its SMILES is O.O.O.O.O. The value obtained for the orbital gap is 11.35 eV.



<B>
This record from OMol25 describes a 5-piece molecular cluster, H10O5 overall. The level of theory is the ωB97M-V functional and the def2-TZVPD basis.

Each line ends with the Mulliken charge.
Element x y z (Å)
O 3.12 -0.34 -0.43  -0.62
H 2.24 -0.67 -0.47  0.33
H 3.43 -0.71 0.34  0.29
O 0.59 -1.89 -0.27  -0.66
H 0.18 -2.45 0.46  0.30
H -0.03 -1.25 -0.66  0.35
O -1.81 -0.59 -0.80  -0.70
H -2.68 -1.08 -0.96  0.30
H -1.97 0.02 0.00  0.37
O -2.24 1.79 0.91  -0.70
H -1.51 2.18 0.51  0.33
H -1.95 1.57 1.88  0.36
O 0.46 1.15 0.41  -0.64
H -0.02 0.29 0.28  0.35
H 1.31 1.15 0.02  0.32

Its SMILES is O.O.O.O.O. The value obtained for the orbital gap is 11.73 eV.



The structure with the greatest stability is <B>.



<A>
This record from OMol25 describes a 5-piece molecular cluster, H10O5 overall. The level of theory is the ωB97M-V functional and the def2-TZVPD basis.

Each line ends with the Mulliken charge.
Element x y z (Å)
O -1.30 -0.86 -3.37  -0.63
H -0.77 -1.02 -4.16  0.32
H -1.92 -1.59 -3.33  0.32
O 0.31 2.58 1.66  -0.64
H 1.04 3.20 1.50  0.31
H 0.12 2.20 0.79  0.32
O 0.02 0.18 -0.52  -0.66
H -0.16 -0.15 -1.41  0.31
H 0.89 -0.16 -0.28  0.34
O -1.71 -0.88 1.61  -0.64
H -1.83 -1.68 1.10  0.29
H -1.14 -0.32 1.05  0.38
O 2.24 -0.53 1.41  -0.67
H 2.25 0.26 1.97  0.34
H 1.95 -1.24 1.99  0.33

Its SMILES is O.O.O.O.O. The value obtained for the orbital gap is 11.12 eV.



<B>
This record from OMol25 describes a 5-piece molecular cluster, H10O5 overall. The level of theory is the ωB97M-V functional and the def2-TZVPD basis.

Each line ends with the Mulliken charge.
Element x y z (Å)
O 0.04 -1.42 -1.99  -0.60
H -0.30 -2.28 -2.17  0.30
H -0.37 -1.13 -1.15  0.30
O 0.81 2.47 0.46  -0.62
H 0.61 2.12 1.30  0.31
H 0.82 1.68 -0.08  0.31
O 2.90 -0.30 -2.16  -0.59
H 3.25 0.56 -2.49  0.31
H 2.92 -0.16 -1.28  0.27
O 0.44 -1.24 2.85  -0.63
H -0.20 -0.61 3.14  0.31
H 0.10 -2.08 3.34  0.32
O -3.31 0.93 0.18  -0.63
H -3.73 0.86 -0.70  0.32
H -3.98 0.59 0.74  0.31

Its SMILES is O.O.O.O.O. The value obtained for the orbital gap is 11.38 eV.



<C>
This record from OMol25 describes a 5-piece molecular cluster, H10O5 overall. The level of theory is the ωB97M-V functional and the def2-TZVPD basis.

Each line ends with the Mulliken charge.
Element x y z (Å)
O 0.28 2.40 -1.22  -0.64
H 0.00 1.83 -0.50  0.35
H -0.13 2.02 -2.00  0.30
O -0.01 -1.00 -1.88  -0.62
H -0.62 -1.43 -2.48  0.29
H 0.75 -0.80 -2.42  0.29
O 2.88 -1.37 1.12  -0.63
H 3.29 -1.39 0.26  0.29
H 2.11 -0.81 1.00  0.34
O 0.12 -0.13 0.84  -0.68
H -0.12 -0.56 0.02  0.36
H -0.71 -0.05 1.32  0.38
O -2.40 0.38 1.66  -0.66
H -2.28 1.03 2.35  0.32
H -3.17 -0.11 1.92  0.30

Its SMILES is O.O.O.O.O. The value obtained for the orbital gap is 10.90 eV.



<D>
This record from OMol25 describes a 5-piece molecular cluster, H10O5 overall. The level of theory is the ωB97M-V functional and the def2-TZVPD basis.

Each line ends with the Mulliken charge.
Element x y z (Å)
O 1.12 -1.83 -1.01  -0.64
H 1.44 -2.64 -1.33  0.28
H 1.78 -1.59 -0.35  0.33
O -0.85 -0.63 0.32  -0.67
H -0.14 -1.23 0.01  0.35
H -0.63 -0.42 1.24  0.28
O 0.84 1.46 -0.92  -0.62
H 0.48 0.69 -1.38  0.32
H 0.91 1.12 -0.01  0.33
O 0.65 1.03 2.37  -0.61
H 0.48 1.94 2.61  0.31
H 1.57 0.82 2.51  0.31
O -2.69 0.77 -1.33  -0.62
H -3.01 0.11 -1.86  0.29
H -1.93 0.41 -0.88  0.37

Its SMILES is O.O.O.O.O. The value obtained for the orbital gap is 10.45 eV.



The structure with the greatest stability is <A>.



<A>
This record from OMol25 describes a 5-piece molecular cluster, H10O5 overall. The level of theory is the ωB97M-V functional and the def2-TZVPD basis.

Each line ends with the Mulliken charge.
Element x y z (Å)
O -1.42 -1.08 2.92  -0.62
H -1.23 -0.20 3.24  0.31
H -1.10 -1.66 3.61  0.32
O 0.47 -0.46 0.51  -0.62
H -0.07 0.20 0.08  0.31
H 0.67 -0.08 1.37  0.29
O 0.43 -3.41 -0.63  -0.64
H 0.33 -2.70 0.00  0.33
H -0.29 -4.01 -0.44  0.31
O -0.99 2.65 -1.31  -0.68
H -0.70 3.36 -1.88  0.33
H -1.41 2.02 -1.90  0.34
O 1.80 2.08 -2.12  -0.63
H 1.02 1.81 -1.64  0.34
H 2.49 1.48 -1.83  0.32

Its SMILES is O.O.O.O.O. The value obtained for the orbital gap is 11.34 eV.



<B>
This record from OMol25 describes a 5-piece molecular cluster, H10O5 overall. The level of theory is the ωB97M-V functional and the def2-TZVPD basis.

Each line ends with the Mulliken charge.
Element x y z (Å)
O -0.94 -1.36 2.86  -0.60
H -0.85 -0.99 3.74  0.32
H -0.35 -0.78 2.38  0.33
O 1.19 0.08 1.31  -0.76
H 0.71 0.79 1.74  0.33
H 1.90 0.62 0.96  0.33
O 0.75 1.93 -2.04  -0.70
H 1.30 1.99 -2.81  0.29
H 0.89 1.01 -1.61  0.40
O -1.99 -0.62 -0.93  -0.63
H -2.02 0.23 -1.30  0.32
H -2.74 -1.04 -1.35  0.31
O 1.02 -0.55 -1.15  -0.73
H 0.89 -0.50 -0.21  0.44
H 0.23 -0.81 -1.59  0.35

Its SMILES is O.O.O.O.O. The value obtained for the orbital gap is 11.02 eV.



The structure with the greatest stability is <A>.



<A>
This record from OMol25 describes a 5-piece molecular cluster, H10O5 overall. The level of theory is the ωB97M-V functional and the def2-TZVPD basis.

Each line ends with the Mulliken charge.
Element x y z (Å)
O -1.04 -1.68 0.59  -0.67
H -1.30 -1.32 -0.28  0.32
H -0.50 -2.45 0.30  0.34
O -0.42 -0.46 -2.15  -0.66
H -0.67 0.32 -1.62  0.41
H 0.40 -0.14 -2.42  0.28
O 1.26 -0.55 2.32  -0.66
H 0.69 0.15 2.60  0.32
H 0.62 -1.10 1.93  0.32
O -1.32 1.59 -0.52  -0.69
H -0.80 1.47 0.30  0.34
H -0.95 2.41 -0.84  0.33
O 1.30 0.90 -0.31  -0.65
H 1.57 0.91 0.60  0.31
H 1.16 -0.06 -0.52  0.35

Its SMILES is O.O.O.O.O. The value obtained for the orbital gap is 11.81 eV.



<B>
This record from OMol25 describes a 5-piece molecular cluster, H10O5 overall. The level of theory is the ωB97M-V functional and the def2-TZVPD basis.

Each line ends with the Mulliken charge.
Element x y z (Å)
O -1.63 -0.03 1.05  -0.67
H -0.72 -0.15 0.79  0.42
H -2.13 -0.57 0.43  0.32
O -0.53 -1.37 -1.46  -0.60
H -0.25 -0.57 -1.90  0.31
H 0.13 -2.02 -1.72  0.29
O 1.85 -1.90 1.18  -0.61
H 1.83 -1.95 0.22  0.28
H 2.09 -0.99 1.36  0.31
O -1.30 2.32 -0.74  -0.63
H -0.64 2.63 -0.12  0.27
H -1.78 1.64 -0.26  0.36
O 1.17 0.67 0.58  -0.61
H 0.70 1.42 0.95  0.25
H 1.21 0.86 -0.36  0.31

Its SMILES is O.O.O.O.O. The value obtained for the orbital gap is 11.16 eV.



The structure with the greatest stability is <A>.



<A>
This record from OMol25 describes C36H30BiN6O5S as an isolated structure. The level of theory is the ωB97M-V functional and the def2-TZVPD basis.

Each line ends with the Mulliken charge.
Element x y z (Å)
Bi 0.47 -2.76 -1.76  1.34
O 2.10 -4.58 3.21  -0.69
C 3.29 -4.24 2.73  0.24
C 4.44 -4.30 3.55  -0.58
C 5.69 -4.00 3.03  -0.42
C 5.83 -3.61 1.70  -0.62
C 4.73 -3.52 0.87  -0.56
C 3.46 -3.82 1.38  0.46
C 2.29 -3.70 0.51  1.11
O 2.46 -3.09 -0.62  -0.89
N 1.14 -4.17 0.95  -0.66
N 0.14 -4.24 0.03  -0.02
C -0.96 -4.90 0.32  -0.41
C -2.05 -5.19 -0.55  0.70
C -3.15 -5.89 0.03  -0.57
C -4.12 -6.43 -0.77  -0.77
C -4.07 -6.26 -2.16  -0.35
C -3.12 -5.45 -2.76  -0.80
C -2.10 -4.82 -1.98  0.65
O -1.28 -3.99 -2.54  -0.73
H 1.45 -4.54 2.40  0.65
H 4.34 -4.63 4.60  0.40
H 6.57 -4.02 3.68  0.37
H 6.81 -3.39 1.29  0.39
H 4.81 -3.22 -0.19  0.35
H -1.04 -5.28 1.35  0.29
H -3.20 -6.02 1.12  0.33
H -4.93 -7.02 -0.34  0.40
H -4.81 -6.77 -2.76  0.38
H -3.12 -5.31 -3.85  0.36
C -1.11 10.24 3.74  -0.79
O -0.21 9.70 2.76  -0.43
C -0.32 8.39 2.41  0.81
C -1.30 7.48 2.92  -0.60
C -1.25 6.17 2.50  -0.72
C -0.29 5.74 1.55  0.43
C 0.65 6.65 1.04  -0.52
C 0.64 7.96 1.48  -0.54
C -0.20 4.39 1.08  0.27
N 0.73 3.99 0.20  -0.81
C 0.52 2.67 -0.01  0.72
C -0.58 2.21 0.76  0.01
N -1.01 3.32 1.44  -0.16
C -1.04 0.87 0.74  0.65
C -2.11 0.40 1.54  -0.67
C -2.48 -0.93 1.38  -1.05
C -1.81 -1.73 0.45  -0.35
N -0.68 -1.36 -0.16  0.19
C -0.30 -0.05 -0.09  0.33
C 0.87 0.40 -0.86  -0.01
N 1.57 -0.51 -1.58  -0.06
C 2.65 -0.12 -2.23  -0.52
C 3.08 1.21 -2.25  -0.84
C 2.41 2.19 -1.56  -0.40
C 1.28 1.78 -0.82  0.30
H -0.87 11.31 3.86  0.24
H -1.01 9.71 4.70  0.34
H -2.16 10.16 3.40  0.32
H -2.07 7.81 3.63  0.37
H -1.98 5.44 2.89  0.20
H 1.37 6.27 0.30  0.47
H 1.35 8.69 1.09  0.41
H -1.75 3.36 2.12  0.22
H -2.63 1.06 2.24  0.41
H -3.31 -1.34 1.96  0.45
H -2.24 -2.68 0.15  0.33
H 3.20 -0.90 -2.75  0.50
H 3.98 1.45 -2.83  0.45
H 2.73 3.24 -1.56  0.58
C -0.98 0.66 -4.83  -0.97
S -0.90 -1.05 -4.39  0.52
C -2.36 -1.66 -5.18  -0.83
O -1.19 -1.08 -2.90  -0.42
H -1.95 1.08 -4.50  0.31
H -0.85 0.74 -5.93  0.42
H -0.16 1.18 -4.32  0.26
H -3.25 -1.08 -4.83  0.33
H -2.48 -2.72 -4.91  0.09
H -2.28 -1.57 -6.29  0.41

As for the total charge: +1. The value obtained for the orbital gap is 6.25 eV.



<B>
This record from OMol25 describes C36H30BiN6O5S as an isolated structure. The level of theory is the ωB97M-V functional and the def2-TZVPD basis.

Each line ends with the Mulliken charge.
Element x y z (Å)
Bi 1.11 0.09 -3.79  1.35
O 2.76 4.70 -3.61  -0.75
C 3.67 4.54 -2.63  0.54
C 4.40 5.72 -2.21  -0.97
C 5.11 5.56 -1.02  -0.11
C 5.33 4.37 -0.35  -0.86
C 4.83 3.17 -0.92  -0.37
C 3.89 3.26 -2.04  0.16
C 3.18 2.07 -2.53  1.03
O 2.18 2.12 -3.30  -0.92
N 3.65 0.92 -1.99  -0.82
N 2.70 -0.01 -2.14  0.63
C 2.86 -1.32 -1.93  -0.84
C 1.97 -2.26 -1.32  1.08
C 2.26 -3.64 -1.61  -1.40
C 1.87 -4.73 -0.83  -0.69
C 1.06 -4.48 0.26  -0.89
C 0.60 -3.17 0.54  -0.15
C 0.98 -2.12 -0.24  0.37
O 0.34 -0.75 0.21  1.11
H 2.32 3.79 -3.63  0.35
H 4.26 6.71 -2.63  0.37
H 5.62 6.41 -0.57  0.34
H 5.96 4.34 0.53  0.40
H 5.21 2.22 -0.54  0.45
H 3.75 -1.87 -2.32  0.21
H 3.00 -3.82 -2.38  0.42
H 2.26 -5.69 -1.17  0.40
H 0.72 -5.21 1.00  0.38
H -0.12 -3.05 1.36  0.37
C -8.42 -2.80 7.01  -0.72
O -7.07 -2.36 7.30  -0.44
C -6.26 -1.87 6.36  0.85
C -6.46 -2.08 4.97  -0.39
C -5.55 -1.61 4.00  -0.75
C -4.36 -0.94 4.44  0.34
C -4.12 -0.78 5.84  -0.56
C -5.09 -1.17 6.74  -0.46
C -3.26 -0.67 3.51  0.17
N -1.98 -0.43 3.79  -0.75
C -1.27 -0.40 2.57  0.92
C -2.19 -0.57 1.50  0.05
N -3.42 -0.77 2.10  -0.05
C -2.02 -0.29 0.08  0.56
C -3.17 -0.14 -0.69  -1.18
C -3.07 -0.20 -2.09  -1.02
C -1.81 -0.25 -2.65  -0.26
N -0.63 -0.24 -1.91  0.37
C -0.84 -0.32 -0.62  -0.07
C 0.86 -0.17 1.36  0.52
N 2.07 0.22 1.24  -0.32
C 2.71 0.65 2.35  -0.55
C 2.11 0.67 3.62  -0.74
C 0.82 0.21 3.68  -0.88
C 0.11 -0.15 2.55  0.61
H -8.81 -3.21 7.94  0.25
H -8.47 -3.64 6.26  0.29
H -9.06 -1.88 6.74  0.31
H -7.31 -2.72 4.65  0.16
H -5.72 -1.76 2.94  0.18
H -3.15 -0.40 6.17  0.41
H -4.95 -1.00 7.84  0.35
H -4.33 -0.85 1.66  0.30
H -4.10 0.02 -0.17  0.47
H -3.97 -0.06 -2.73  0.35
H -1.71 -0.08 -3.73  0.23
H 3.75 0.98 2.09  0.43
H 2.73 1.02 4.47  0.40
H 0.24 0.17 4.62  0.52
C 3.29 0.05 -8.05  -0.96
S 3.61 1.04 -6.61  0.47
C 2.69 2.54 -7.12  -0.77
O 2.62 0.32 -5.73  -0.70
H 2.26 0.29 -8.33  0.29
H 3.39 -1.01 -7.67  0.32
H 3.97 0.21 -8.89  0.38
H 3.25 3.10 -7.88  0.40
H 2.64 3.18 -6.22  0.17
H 1.70 2.24 -7.49  0.31

As for the total charge: +1. The value obtained for the orbital gap (alpha / beta) is 3.39 / 3.34 eV.



The structure with the greatest stability is <A>.



<A>
This record from OMol25 describes a 2-piece molecular cluster, C2H8NO2P overall. The level of theory is the ωB97M-V functional and the def2-TZVPD basis.

Each line ends with the Mulliken charge.
Element x y z (Å)
C -2.23 -0.90 0.39  -0.80
C 1.97 -0.15 -0.44  -0.46
N 2.17 0.63 0.71  -0.41
O -0.65 1.15 0.69  -0.61
O -0.75 0.24 -1.85  -0.51
P -0.69 -0.08 -0.16  0.51
H -2.98 -0.09 0.47  0.25
H -2.69 -1.83 0.04  0.35
H -1.81 -1.05 1.40  0.22
H 2.11 -1.21 -0.38  0.33
H 2.22 0.46 -1.40  0.25
H 1.87 0.15 1.59  0.28
H 1.89 1.54 0.67  0.28
H -0.42 1.13 -1.72  0.32

The value obtained for the orbital gap (alpha / beta) is 7.50 / 7.06 eV.



<B>
This record from OMol25 describes C2H8NO2P as an isolated structure. The level of theory is the ωB97M-V functional and the def2-TZVPD basis.

Each line ends with the Mulliken charge.
Element x y z (Å)
C 0.00 0.76 1.64  -0.97
C 0.02 -1.67 -0.11  -0.93
N 0.26 1.30 -1.19  -0.43
O -2.16 -0.46 0.27  -0.64
O 0.54 0.74 -2.42  -0.41
P -0.76 -0.11 0.19  0.89
H 1.08 0.69 1.59  0.33
H -0.23 1.81 1.58  0.32
H -0.28 0.30 2.61  0.33
H 0.09 -2.04 0.87  0.34
H -0.61 -2.37 -0.58  0.32
H 0.92 -1.37 -0.62  0.28
H -0.39 2.05 -1.42  0.24
H 1.51 0.37 -2.42  0.34

The value obtained for the orbital gap is 9.28 eV.



The structure with the greatest stability is <A>.